Entry 1:
The following is a quantum chemistry calculation of a 7-piece molecular cluster, C23H62Cl2N4O7PS overall, from the OMol25 dataset.

Each line ends with the Mulliken charge.
Atoms and positions in Å:
1 C 0.42149 -2.28666 5.15700  -1.091
2 C 0.18272 -0.79722 4.95715  -0.464
3 P 0.88792 0.07044 3.48847  -0.042
4 C 2.45479 -0.82016 3.18952  -1.123
5 N -0.26450 -0.25335 2.19961  -0.085
6 C -1.14901 0.86512 1.94472  -3.905
7 C -0.95370 1.56905 0.58322  3.747
8 C -2.10700 2.56676 0.46441  -1.678
9 C -2.20459 3.47993 -0.78035  -1.542
10 C -1.10771 3.41149 -1.86269  0.418
11 C -1.62060 3.21210 -3.30268  -1.613
12 C -0.92786 2.10173 -4.10790  0.012
13 N -1.81097 0.91753 -4.30188  -0.518
14 C 0.38985 2.36341 0.63989  -2.429
15 C 1.53925 2.08726 -0.34865  2.574
16 C 2.70175 1.28517 0.24356  -1.176
17 Cl 2.20578 3.68724 -0.87921  -0.128
18 N -0.99782 0.51681 -0.50053  1.865
19 C -2.32295 0.37038 -1.22646  0.503
20 C -3.61072 -0.05807 -0.52132  -1.615
21 N -4.70850 0.65610 -1.18543  -0.513
22 C -0.18967 -0.72536 -0.17590  1.232
23 C -0.18349 -1.67605 -1.35787  -1.578
24 C 0.34843 -1.05248 -2.66622  0.076
25 C 1.86726 -0.93344 -2.72045  -0.479
26 S 2.54106 -1.01479 -4.39884  -0.186
27 C -0.37143 -1.30420 1.23537  2.086
28 Cl -2.10193 -2.02876 1.38827  -0.351
29 C 0.56919 -2.48176 1.46124  -1.360
30 C 0.17515 -3.87727 0.94176  0.465
31 C -0.42384 -4.78764 2.00310  -1.412
32 O 1.38485 -4.55753 0.53434  -0.621
33 H -0.15090 -2.87430 4.44219  0.071
34 H 0.02744 -2.57095 6.13253  0.477
35 H 1.46474 -2.57301 5.16804  0.338
36 H 0.64829 -0.25450 5.78435  0.492
37 H -0.87489 -0.54495 4.98730  0.433
38 H 2.42906 -1.88249 3.39896  0.399
39 H 3.18565 -0.36302 3.85397  0.421
40 H 2.79843 -0.67848 2.17065  0.258
41 H -2.19339 0.57931 2.06883  0.196
42 H -0.95540 1.60713 2.71512  0.886
43 H -3.06371 2.08461 0.62654  0.616
44 H -1.98399 3.19945 1.34375  0.783
45 H -2.27273 4.50843 -0.43644  0.420
46 H -3.16067 3.28775 -1.26583  0.480
47 H -0.33500 2.66806 -1.66774  -0.812
48 H -0.58437 4.36410 -1.84796  0.883
49 H -2.68645 2.99171 -3.30691  0.472
50 H -1.49289 4.14973 -3.83835  0.451
51 H -0.00519 1.79724 -3.60920  -0.064
52 H -0.69618 2.49621 -5.09174  0.535
53 H -1.80777 0.66265 -5.28069  0.349
54 H -1.40186 0.10967 -3.84660  0.269
55 H 0.81676 2.28204 1.63666  0.830
56 H 0.13442 3.41337 0.53581  0.896
57 H 1.24229 1.62010 -1.28808  -1.568
58 H 2.83299 1.51771 1.29557  0.457
59 H 2.57369 0.21655 0.09142  0.021
60 H 3.62755 1.54543 -0.26190  0.479
61 H -0.43575 0.91832 -1.25219  -1.140
62 H -2.16671 -0.27379 -2.08743  0.969
63 H -2.52147 1.34119 -1.67418  -0.407
64 H -3.78852 -1.11792 -0.66013  0.706
65 H -3.61293 0.11878 0.54634  0.162
66 H -5.50618 0.04606 -1.28550  0.212
67 H -4.97412 1.47098 -0.65242  0.225
68 H 0.82590 -0.33294 -0.10520  -0.930
69 H 0.44754 -2.53174 -1.15057  0.345
70 H -1.18204 -2.06782 -1.54742  0.515
71 H 0.04453 -1.72389 -3.46766  0.622
72 H -0.12374 -0.09235 -2.88821  -1.372
73 H 2.31124 -1.78945 -2.21298  0.225
74 H 2.24664 -0.04537 -2.21908  0.207
75 H 1.59027 -0.28725 -4.99292  0.116
76 H 1.53364 -2.21067 1.02960  0.607
77 H 0.72086 -2.55953 2.52832  -0.241
78 H -0.47466 -3.83049 0.07148  0.336
79 H -1.50663 -4.73127 2.00857  0.309
80 H -0.04204 -4.52672 2.98539  0.203
81 H -0.10651 -5.80260 1.78584  0.461
82 H 1.90987 -3.99228 -0.03525  0.353
83 O -6.42800 -1.93982 -2.21776  -0.590
84 H -6.27706 -2.88400 -2.33063  0.293
85 H -6.80618 -1.65285 -3.05574  0.282
86 O 5.23651 1.62767 -2.18346  -0.613
87 H 5.84187 2.29260 -2.53584  0.314
88 H 4.36447 2.00660 -2.32522  0.282
89 O -7.32915 -2.05975 0.65178  -0.620
90 H -7.14038 -1.82046 -0.26432  0.337
91 H -6.75923 -2.80994 0.83943  0.300
92 O 6.47581 4.43264 -1.73651  -0.638
93 H 5.82837 4.30306 -1.03376  0.325
94 H 6.46455 5.38134 -1.89761  0.286
95 O 8.25474 2.73997 0.20081  -0.636
96 H 8.59541 1.91619 -0.15821  0.320
97 H 7.62675 3.05690 -0.45752  0.344
98 O 2.66361 -4.42197 6.42391  -0.623
99 H 2.32774 -5.10856 7.00838  0.310
100 H 3.14185 -4.90427 5.74229  0.309

Calculated values
charge: +1
maximum force: 1.2 eV/Å
M: 640.72 g/mol
electronic energy: -90312.0909 eV



Entry 2:
The following is a quantum chemistry calculation of C26H37Cl2InN7O3 as an isolated structure, from the OMol25 dataset.

Each line ends with the Mulliken charge.
Atoms and positions in Å:
1 In 0.50075 -0.05214 1.16000  1.632
2 N 1.80932 0.19220 5.39914  -0.375
3 C 1.56590 0.22621 4.08583  0.598
4 O 0.45841 -0.06904 3.62761  -0.659
5 C 2.71882 0.68451 3.20521  -0.637
6 C 2.61632 0.15137 1.79185  -1.450
7 H 1.07644 -0.06610 6.03968  0.269
8 H 2.71326 0.42157 5.77128  0.201
9 H 3.65812 0.39059 3.67977  0.455
10 H 2.67584 1.77824 3.20496  0.289
11 H 3.03707 -0.84937 1.70519  0.559
12 H 3.08998 0.79969 1.05944  0.335
13 C -1.08833 3.14057 1.90449  -0.983
14 N 0.11793 3.56647 1.21801  0.199
15 C 1.01652 4.38172 2.02459  -1.260
16 C 0.55537 2.92090 0.10564  0.056
17 N 0.03243 1.74381 -0.17404  -0.145
18 C 0.13557 1.05688 -1.43299  1.407
19 C 0.24927 1.87032 -2.69127  -1.111
20 C -0.39914 1.31259 -3.69760  -1.579
21 C -0.17355 -1.21569 -3.78123  -0.938
22 C 0.24717 -1.90633 -2.65930  -1.225
23 C 0.07922 -1.11715 -1.44388  0.271
24 N 0.01044 -1.81448 -0.17628  -0.134
25 C -0.44814 -3.02143 0.08869  0.560
26 N -0.02230 -3.59129 1.27002  -0.019
27 C -1.02386 -4.12795 2.18639  -1.127
28 C 1.14936 -3.07010 1.94242  -1.179
29 N -1.25352 -3.85186 -0.62315  0.404
30 C -1.02877 -5.29282 -0.58994  -1.292
31 C -2.36023 -3.49203 -1.48610  -0.797
32 N 1.50458 3.55565 -0.63347  0.493
33 C 1.49861 4.99594 -0.82320  -1.199
34 C 2.70430 2.85619 -1.07660  -0.970
35 H -1.47593 3.98209 2.47670  0.406
36 H -0.89957 2.30558 2.59030  0.282
37 H -1.83475 2.82614 1.18153  0.266
38 H 1.04547 3.98097 3.04109  0.394
39 H 0.67376 5.41653 2.07719  0.305
40 H 2.02461 4.36197 1.62068  0.451
41 H 0.82065 2.77623 -2.76942  0.391
42 H -0.46015 1.69207 -4.70603  0.527
43 H -0.50810 -1.74749 -4.66389  0.713
44 H 0.76444 -2.85428 -2.66936  0.577
45 H -1.93163 -4.39274 1.65285  0.431
46 H -1.27687 -3.38163 2.94817  0.289
47 H -0.63630 -5.01598 2.68646  0.344
48 H 1.89736 -2.78146 1.20685  0.303
49 H 1.56075 -3.85741 2.57375  0.488
50 H 0.91521 -2.21038 2.58671  0.365
51 H -0.09981 -5.52301 -0.07973  0.383
52 H -0.96737 -5.65588 -1.61806  0.399
53 H -1.85184 -5.81548 -0.09621  0.391
54 H -2.71025 -2.49620 -1.26449  0.134
55 H -3.17590 -4.19566 -1.29193  0.417
56 H -2.09220 -3.54668 -2.53767  0.308
57 H 0.54787 5.41174 -0.49942  0.383
58 H 1.61588 5.20886 -1.88811  0.364
59 H 2.31335 5.49272 -0.28923  0.386
60 H 2.54101 1.78075 -1.10055  0.312
61 H 3.53845 3.07962 -0.40267  0.312
62 H 2.98526 3.18178 -2.07844  0.333
63 Cl -5.09369 -0.12384 -3.89053  -0.202
64 C -3.51709 -0.04475 -3.17055  -0.422
65 C -2.40522 -0.08979 -3.91937  -1.232
66 C -1.04895 -0.00420 -3.31713  1.574
67 Cl 1.51690 -0.39512 -4.91491  -0.413
68 C -0.97780 0.00190 -1.75932  1.387
69 O 1.10012 -0.02635 -1.24059  -0.918
70 C -2.28952 0.05735 -1.04183  0.285
71 C -2.48801 0.03778 0.36865  -0.904
72 O -1.68225 -0.02629 1.31267  -0.397
73 C -3.45964 0.05995 -1.75319  -0.480
74 H -2.45921 -0.15109 -5.00003  0.575
75 H -3.54313 0.06893 0.67092  0.381
76 H -4.39904 0.10512 -1.21305  0.464

Calculated values
charge: +1
maximum force: 1.5 eV/Å
M: 681.35 g/mol
electronic energy: -74346.4234 eV



Entry 3:
The following is a quantum chemistry calculation of C6H8BiLiO6 as an isolated structure, from the OMol25 dataset.

Each line ends with the Mulliken charge.
Atoms and positions in Å:
1 Li 0.81694 -1.83489 1.74675  0.621
2 O -0.36885 -0.48577 0.97767  -0.797
3 O 1.85390 -0.23468 0.87018  -0.530
4 C 2.83625 -0.34091 -0.14434  -0.343
5 C 2.04019 -0.64270 -1.41971  -0.418
6 O 0.68535 -0.47116 -1.05555  -0.315
7 C 0.61033 0.16251 0.24478  1.052
8 H 3.39340 0.60348 -0.22533  0.275
9 H 3.50567 -1.16982 0.11675  0.272
10 H 2.19019 -1.68353 -1.74127  0.259
11 H 2.29238 0.04655 -2.23681  0.240
12 Bi -0.86333 -2.16996 -0.49899  0.593
13 O -2.21797 -0.98323 -1.42734  -0.239
14 O 0.30974 1.43761 0.19169  -0.648
15 C -1.24235 1.17319 1.28156  -0.074
16 C -2.50109 0.86182 0.47127  -0.681
17 O -2.49465 1.16125 -0.92362  -0.133
18 C -2.43901 0.16813 -1.87701  -0.382
19 H -1.81362 1.65300 2.10619  0.183
20 H -0.46805 1.48448 2.00184  0.359
21 H -3.32973 1.44438 0.90027  0.427
22 H -2.79569 -0.17974 0.64102  0.280

Calculated values
maximum force: 4.6 eV/Å
M: 392.04 g/mol
electronic energy: -24670.4130 eV



Entry 4:
The following is a quantum chemistry calculation of one molecule with the formula C5H12N2, from the OMol25 dataset.

Each line ends with the Mulliken charge.
Atoms and positions in Å:
1 C 0.82475 -1.30424 1.00805  -0.074
2 C 1.92833 -1.32095 -0.00143  -1.238
3 C -1.18746 -0.11308 -1.27666  -1.456
4 C -0.62984 0.53003 -0.00135  1.267
5 N 0.54921 1.31729 -0.37036  -0.617
6 N -1.70831 1.31100 0.60238  -0.731
7 C -0.24874 -0.53058 1.00555  -0.961
8 H 0.93514 -2.01873 1.81257  0.411
9 H 0.27150 2.11584 -0.94015  0.249
10 H 1.02146 1.66293 0.45020  0.226
11 H -2.04938 2.01494 -0.04117  0.252
12 H -1.39203 1.78173 1.44257  0.234
13 H -0.98014 -0.64244 1.79446  0.384
14 H 1.97809 -2.30793 -0.46638  0.292
15 H 1.77239 -0.55928 -0.76031  0.357
16 H 2.88652 -1.14383 0.49163  0.331
17 H -1.48274 0.65768 -1.98437  0.377
18 H -0.43206 -0.73830 -1.73735  0.324
19 H -2.05668 -0.71208 -1.02788  0.374

Calculated values
maximum force: 0.5 eV/Å
M: 100.16 g/mol
electronic energy: -8359.4429 eV
SMILES: C/C=C\C(C)(N)N